(1)
Formula: C17H23F16N4O2
Source: the OMol25 dataset
Level of theory: the ωB97M-V functional and the def2-TZVPD basis

Atoms and positions in Å:
F (3.116, 0.021, 5.182)
F (3.658, 2.468, 2.243)
F (1.704, 2.081, 3.767)
F (-0.992, 2.285, -7.742)
F (-1.318, 2.307, -5.585)
F (2.145, -1.411, 3.864)
F (0.867, 1.235, -1.953)
F (-1.701, 0.261, -2.726)
F (-0.906, -0.007, -4.732)
F (0.773, 0.608, -6.586)
F (5.815, 2.561, 2.330)
F (0.496, 0.588, 4.773)
F (-0.218, 2.468, -3.363)
F (4.463, 4.289, 4.065)
F (3.735, 2.546, 5.157)
F (1.708, 2.396, -7.388)
O (1.496, 1.217, -4.043)
O (4.827, 0.835, 3.237)
N (-2.168, -0.156, 0.697)
N (-3.263, -1.831, -0.441)
N (-4.196, -0.906, 1.464)
N (0.697, -2.257, 0.216)
C (2.602, -0.128, 3.948)
C (-3.195, -0.989, 0.568)
C (0.403, 1.283, -3.227)
C (-0.443, 2.643, -6.561)
C (-0.287, -1.824, 0.830)
C (1.385, 0.775, 3.765)
C (-4.716, -2.215, 1.917)
C (-0.772, -0.451, 0.390)
C (-0.875, -2.656, 1.963)
C (4.724, 2.194, 3.024)
C (1.656, 2.182, -5.077)
C (-5.004, -3.061, 0.700)
C (0.904, 1.939, -6.394)
C (-3.741, -3.197, -0.115)
C (4.706, 2.988, 4.332)
C (3.734, 0.003, 2.913)
C (-0.552, 0.101, -3.446)
H (-0.530, -0.280, -0.668)
H (-1.957, -2.732, 1.949)
H (-3.942, -3.745, -1.028)
H (-2.941, -3.734, 0.388)
H (-0.496, -3.667, 1.870)
H (-5.658, -2.025, 2.421)
H (-2.414, -1.820, -0.992)
H (3.349, 0.217, 1.915)
H (-4.090, -2.706, 2.657)
H (-5.333, -4.037, 1.032)
H (-3.911, -0.315, 2.230)
H (2.713, 2.119, -5.328)
H (-0.179, 0.282, 0.926)
H (-2.383, 0.785, 0.977)
H (-5.742, -2.573, 0.075)
H (5.667, 2.898, 4.843)
H (1.510, 3.196, -4.705)
H (4.175, -0.990, 2.843)
H (0.866, 0.546, 2.828)
H (-0.312, 3.729, -6.561)
H (-0.084, -0.840, -3.142)
H (-0.550, -2.322, 2.945)
H (0.973, -3.172, 0.560)

Calculated total energy in eV: -71530.8120
Relative energy (zero: lowest compared OMol25 entry of this formula, charge and spin) in eV: 0.3795
Total charge: +1
Highest occupied orbital energy in Ha: -0.5019

***

(2)
Formula: C17H23F5NO2P2SZr
Source: the OMol25 dataset
Level of theory: the ωB97M-V functional and the def2-TZVPD basis

Atoms and positions in Å:
Zr (-0.136, 0.897, -0.128)
S (-0.523, 0.070, 2.407)
P (2.298, -0.055, 0.086)
P (-2.526, 0.000, -0.827)
F (-0.740, 4.670, 0.315)
F (-0.954, 4.513, 5.043)
F (-0.906, 5.963, 2.727)
F (0.312, 2.160, -1.545)
F (-0.806, 1.788, 5.002)
O (1.787, -2.292, 3.602)
O (-0.337, -3.884, 1.619)
N (0.192, -0.737, -1.913)
C (-0.776, 2.469, 3.829)
C (1.666, -1.484, -3.661)
C (0.624, -2.164, -4.286)
C (-3.987, -0.629, 0.025)
C (-0.876, 3.865, 3.858)
C (-0.534, 2.577, 1.435)
C (1.433, -0.821, -2.456)
C (-0.696, 3.943, 1.448)
C (-0.810, -1.444, -2.493)
C (-0.601, 1.800, 2.595)
C (2.608, -0.190, -1.723)
C (-2.165, -1.500, -1.828)
C (-0.847, 4.616, 2.672)
C (-3.278, 1.073, -2.103)
C (-0.619, -2.168, -3.668)
C (3.086, -1.563, 0.722)
C (3.521, 1.225, 0.464)
H (1.438, -1.379, 3.736)
H (-2.551, 1.335, -2.881)
H (-3.752, -1.559, 0.550)
H (2.978, -1.618, 1.814)
H (-3.617, 1.995, -1.613)
H (-1.471, -2.709, -4.079)
H (3.260, 2.161, -0.044)
H (-2.193, -2.371, -1.148)
H (3.504, 1.382, 1.547)
H (4.147, -1.532, 0.435)
H (-2.948, -1.641, -2.591)
H (-4.143, 0.564, -2.555)
H (2.608, -2.454, 0.290)
H (0.251, -3.652, 2.368)
H (4.521, 0.891, 0.150)
H (-0.543, -4.825, 1.723)
H (-4.813, -0.804, -0.680)
H (2.684, -1.485, -4.055)
H (2.431, -2.423, 4.313)
H (-4.302, 0.121, 0.755)
H (2.823, 0.806, -2.141)
H (3.498, -0.821, -1.884)
H (0.784, -2.680, -5.229)

Calculated total energy in eV: -67840.2945
Total charge: +3
Highest occupied orbital energy (alpha / beta) in Ha: -0.6686 / -0.6687

***

(3)
Formula: C17H23FN2O5S
Source: the OMol25 dataset
Level of theory: the ωB97M-V functional and the def2-TZVPD basis

Atoms and positions in Å:
S (1.944, -2.258, 0.081)
F (2.835, 2.668, -1.797)
O (-1.455, -2.162, -1.319)
O (2.355, -1.948, -1.242)
O (0.011, -0.475, -0.982)
O (2.279, -1.092, 1.099)
O (2.407, -3.443, 0.704)
N (0.274, -2.346, 0.157)
N (-2.399, -0.063, 0.630)
C (-3.387, -0.968, 1.181)
C (-4.190, 1.183, -0.570)
C (2.734, 2.439, 1.796)
C (-4.777, -0.337, 1.337)
C (-1.964, 0.970, 1.549)
C (2.589, 0.776, -0.434)
C (-0.501, -1.679, -0.779)
C (2.552, 1.078, 1.957)
C (2.753, 2.145, -0.557)
C (-1.181, 2.336, -0.390)
C (-0.649, 0.370, -1.932)
C (-1.742, 1.272, -1.337)
C (-0.786, 1.729, 0.950)
C (-2.845, 0.440, -0.662)
C (2.468, 0.248, 0.841)
C (2.826, 2.994, 0.531)
C (-5.243, 0.232, -0.001)
H (0.041, 1.037, 0.806)
H (2.957, 4.053, 0.384)
H (-6.196, 0.752, 0.120)
H (-4.736, 0.460, 2.083)
H (-0.058, -3.263, 0.410)
H (0.146, 0.983, -2.363)
H (2.551, 0.145, -1.304)
H (-2.762, 1.687, 1.806)
H (-4.100, 2.062, 0.070)
H (-3.451, -1.824, 0.501)
H (-3.023, -1.327, 2.148)
H (-0.464, 2.513, 1.638)
H (-2.187, 1.780, -2.200)
H (-1.651, 0.477, 2.474)
H (2.798, 3.075, 2.665)
H (-1.946, 3.100, -0.230)
H (-5.481, -1.090, 1.693)
H (2.468, 0.638, 2.937)
H (-5.395, -0.590, -0.705)
H (-3.020, -0.447, -1.284)
H (-1.088, -0.264, -2.709)
H (-0.319, 2.821, -0.852)
H (-4.489, 1.520, -1.564)

Calculated total energy in eV: -44773.0582
Relative energy (zero: lowest compared OMol25 entry of this formula, charge and spin) in eV: 0.0862
Total charge: 0
Highest occupied orbital energy in Ha: -0.3057